{
  "formula": "C5H10O",
  "method": "ωB97M-V/def2-TZVPD",
  "species": ["C", "C", "C", "C", "C", "H", "H", "H", "H", "H", "H", "H", "H", "H", "H", "O"],
  "xyz": [[0.28162, 1.42085, 0.15345], [-1.15978, 0.87941, -0.14749], [-1.27016, -0.55356, 0.20805], [0.94107, -0.93631, 0.28089], [1.37302, 0.43663, -0.19604], [0.45798, 2.46988, -0.35696], [0.30523, 1.58300, 1.21598], [-1.78604, 1.60424, 0.36712], [-1.25470, 0.79208, -1.28098], [-1.29931, -0.87706, 1.31132], [-2.13483, -0.98132, -0.19828], [1.61208, -1.79517, 0.00389], [0.84233, -0.90512, 1.41852], [2.41204, 0.56123, 0.24804], [1.52296, 0.24594, -1.32474], [-0.20905, -1.27248, -0.39963]],
  "relative_energy_ev": 1.3182,
  "homo_lumo_gap_ev": 10.7,
  "e_lumo_ev": 1.15,
  "smiles": "C1CCOCC1"
}

=====

{
  "formula": "C5H10O",
  "method": "ωB97M-V/def2-TZVPD",
  "species": ["C", "C", "C", "C", "O", "C", "H", "H", "H", "H", "H", "H", "H", "H", "H", "H"],
  "xyz": [[1.91751, 0.23276, 0.03470], [0.40671, 0.42667, 0.12204], [-0.42909, -0.08304, -1.05731], [-1.81581, -0.13536, -0.43935], [-1.65096, -0.41580, 0.94464], [-0.26614, -0.33612, 1.27041], [2.36806, 0.87279, -0.73234], [2.40489, 0.47795, 0.98651], [2.17082, -0.80584, -0.21014], [0.18240, 1.49173, 0.27419], [-0.49001, 0.55066, -1.94522], [-0.06504, -1.07439, -1.36127], [-2.44767, -0.87098, -0.95262], [-2.28910, 0.85081, -0.55069], [-0.13376, 0.17389, 2.23407], [0.13719, -1.35572, 1.38237]],
  "relative_energy_ev": 0.4928,
  "homo_lumo_gap_ev": 10.6,
  "e_lumo_ev": 1.13,
  "smiles": "C[C@H]1CCOC1"
}

=====

{
  "formula": "C5H10O",
  "method": "ωB97M-V/def2-TZVPD",
  "species": ["C", "C", "C", "C", "C", "O", "H", "H", "H", "H", "H", "H", "H", "H", "H", "H"],
  "xyz": [[-1.65613, 0.47578, 1.43535], [-0.56537, 0.88953, 0.47472], [0.83589, 0.26662, 0.57023], [0.66374, 0.05248, -0.93979], [0.96935, -1.29660, -1.54741], [-0.74622, 0.33562, -0.84266], [-2.61844, 0.87867, 1.10222], [-1.73482, -0.61503, 1.48223], [-1.45644, 0.85805, 2.44330], [-0.51330, 1.98827, 0.41864], [1.65854, 0.90394, 0.90499], [0.84523, -0.67515, 1.13056], [1.16244, 0.84301, -1.52150], [2.05169, -1.47244, -1.53410], [0.47423, -2.09754, -0.98883], [0.62960, -1.33522, -2.58797]],
  "relative_energy_ev": 0.8981,
  "homo_lumo_gap_ev": 10.7,
  "e_lumo_ev": 1.19,
  "smiles": "C[C@@H]1C[C@H](C)O1"
}

=====

{
  "formula": "C5H10O",
  "method": "ωB97M-V/def2-TZVPD",
  "species": ["C", "C", "C", "C", "C", "O", "H", "H", "H", "H", "H", "H", "H", "H", "H", "H"],
  "xyz": [[-1.24157, -1.18509, -0.17601], [-0.36562, 0.04812, -0.09161], [-1.14540, 1.33316, 0.07394], [0.95124, -0.07617, 0.73700], [1.60651, -0.16874, -0.55287], [0.52650, 0.16382, -1.30307], [-1.95950, -1.11640, -0.99949], [-1.80608, -1.27485, 0.76097], [-0.64122, -2.09121, -0.29720], [-1.90459, 1.43801, -0.71009], [-0.47712, 2.19770, 0.02245], [-1.65222, 1.33925, 1.04470], [1.38831, -0.84558, 1.40122], [1.13367, 0.87431, 1.24067], [2.41181, -0.69038, -1.03385], [3.14341, -0.05120, 0.76505]],
  "relative_energy_ev": 5.7162,
  "homo_lumo_gap_ev": [9.6, 6.8],
  "e_lumo_ev": [0.85, -0.12]
}

=====

{
  "formula": "C5H10O",
  "method": "ωB97M-V/def2-TZVPD",
  "species": ["C", "C", "O", "C", "C", "C", "H", "H", "H", "H", "H", "H", "H", "H", "H", "H"],
  "xyz": [[1.00399, -0.92898, -1.61281], [-0.22063, -0.29897, -0.99850], [-0.74896, -1.13552, 0.02090], [-0.32916, 0.18193, 0.39316], [-1.58578, 0.93292, 0.82019], [0.93616, 0.30084, 1.23283], [0.65121, -1.72618, -2.27708], [1.59202, -1.40852, -0.82774], [1.63831, -0.24944, -2.18826], [-0.94382, 0.10257, -1.71511], [-2.00738, 1.57072, 0.04205], [-2.33877, 0.16777, 1.03270], [-1.46193, 1.52452, 1.72599], [1.62964, 1.05984, 0.84541], [1.46774, -0.65302, 1.23385], [0.71736, 0.55951, 2.27242]],
  "relative_energy_ev": 1.2295,
  "homo_lumo_gap_ev": 11.0,
  "e_lumo_ev": 1.06,
  "smiles": "C[C@H]1OC1(C)C"
}

=====

{
  "formula": "C5H10O",
  "method": "ωB97M-V/def2-TZVPD",
  "species": ["C", "C", "C", "C", "C", "O", "H", "H", "H", "H", "H", "H", "H", "H", "H", "H"],
  "xyz": [[2.14364, -0.01802, -0.36344], [1.00036, -0.75354, 0.40561], [-0.38703, -0.48223, -0.23433], [-2.14350, 0.02425, 0.45568], [-0.61252, 0.92004, -0.45031], [-0.18522, 1.79306, 0.29797], [1.92950, 1.05144, -0.42286], [3.08904, -0.12566, 0.18707], [2.32558, -0.39608, -1.37873], [1.25734, -1.82088, 0.45728], [0.99865, -0.33428, 1.40831], [-0.68134, -1.22006, -0.98668], [-2.10774, -0.19243, 1.51389], [-2.55796, 1.05666, 0.38504], [-2.81658, -0.59515, -0.12982], [-1.19071, 1.09198, -1.36995]],
  "relative_energy_ev": 3.0216,
  "homo_lumo_gap_ev": 9.8,
  "e_lumo_ev": 0.85
}

=====

{
  "formula": "C5H10O",
  "method": "ωB97M-V/def2-TZVPD",
  "species": ["O", "C", "C", "C", "C", "C", "H", "H", "H", "H", "H", "H", "H", "H", "H", "H"],
  "xyz": [[-1.69612, -0.13540, 0.88063], [-1.10570, 0.22194, -0.37180], [-0.25087, -0.97100, -0.74518], [0.71654, -0.85528, 0.61971], [1.22123, 0.56608, 0.30676], [-0.04669, 1.31409, -0.19787], [-1.54474, -1.09496, 0.94874], [-1.93921, 0.51395, -1.02091], [-0.89212, -1.80952, -1.09805], [0.37927, -0.75871, -1.63348], [1.46260, -1.64574, 0.68915], [0.29257, -0.78681, 1.65022], [1.69963, 1.12762, 1.11873], [1.96106, 0.44169, -0.48819], [-0.41741, 2.06663, 0.49924], [0.15995, 1.80543, -1.15769]],
  "relative_energy_ev": 1.2929,
  "homo_lumo_gap_ev": 10.9,
  "e_lumo_ev": 1.06,
  "smiles": "OC1CCCC1"
}

=====

{
  "formula": "C5H10O",
  "method": "ωB97M-V/def2-TZVPD",
  "species": ["C", "C", "C", "C", "O", "C", "H", "H", "H", "H", "H", "H", "H", "H", "H", "H"],
  "xyz": [[1.73684, 0.09592, -0.62301], [0.93587, 0.12991, 0.67144], [-0.26227, 1.06168, 0.76163], [-1.13721, 0.07363, 0.98068], [-1.79905, -0.13251, -1.94925], [-0.10142, -1.02297, 0.88835], [2.28594, 1.03240, -0.77519], [1.08235, -0.06239, -1.48867], [2.46852, -0.72042, -0.60016], [1.61296, 0.23957, 1.52769], [-1.34763, 0.35948, -1.24863], [-0.35676, 2.14311, 0.68903], [-2.20979, 0.04286, 1.15821], [-2.73082, 0.06982, -1.80370], [0.04091, -1.62782, 1.79067], [-0.21844, -1.68227, 0.02091]],
  "relative_energy_ev": 1.6557,
  "homo_lumo_gap_ev": 10.7,
  "e_lumo_ev": 1.03,
  "smiles": "C[C@H]1C=CC1.O"
}

=====

{
  "formula": "C5H10O",
  "method": "ωB97M-V/def2-TZVPD",
  "species": ["O", "C", "C", "C", "C", "C", "H", "H", "H", "H", "H", "H", "H", "H", "H", "H"],
  "xyz": [[-1.78823, -0.22184, 0.79483], [-1.37432, -0.21858, -0.50707], [-1.27520, -1.31718, -1.25793], [1.58193, -0.18043, 1.02883], [2.70446, 0.45000, 1.35532], [-1.04148, 1.16980, -0.95489], [-1.99036, -1.13181, 1.05171], [-1.91186, 1.82348, -0.83388], [-1.52679, -2.30302, -0.87296], [-0.94363, -1.25314, -2.28739], [1.51662, -0.82104, 0.15180], [0.66851, -0.07330, 1.61013], [2.76506, 1.09442, 2.22933], [3.61202, 0.34697, 0.76484], [-0.23031, 1.57558, -0.33963], [-0.73030, 1.17803, -2.00171]],
  "relative_energy_ev": 1.6033,
  "homo_lumo_gap_ev": 9.8,
  "e_lumo_ev": 0.90,
  "smiles": "C=C(C)O.C=C"
}

=====

{
  "formula": "C5H10O",
  "method": "ωB97M-V/def2-TZVPD",
  "species": ["C", "C", "C", "H", "H", "H", "H", "H", "H", "H", "H", "C", "C", "O", "H", "H"],
  "xyz": [[0.47496, -0.11999, 0.48516], [0.33498, -1.57038, 0.04923], [1.38602, 0.73450, -0.38237], [0.92465, -0.14100, 1.50705], [-0.29256, 0.51670, 1.44597], [1.30363, -2.07655, 0.09058], [-0.36602, -2.11349, 0.68499], [2.40063, 0.32629, -0.38972], [-0.02450, -1.63214, -0.97836], [1.02651, 0.75794, -1.41153], [1.43298, 1.76160, -0.01693], [-1.80259, 0.60380, -0.73880], [-1.20876, 0.64751, 0.45005], [-1.44754, 1.11858, 1.62760], [-2.79030, 1.03962, -0.81891], [-1.35208, 0.14702, -1.60401]],
  "relative_energy_ev": 4.2368,
  "homo_lumo_gap_ev": 9.4,
  "e_lumo_ev": 0.91
}

=====

{
  "formula": "C5H10O",
  "method": "ωB97M-V/def2-TZVPD",
  "species": ["C", "C", "O", "C", "C", "C", "H", "H", "H", "H", "H", "H", "H", "H", "H", "H"],
  "xyz": [[-0.40106, 2.60565, 0.10712], [-0.24352, 1.21832, -0.44323], [0.89041, -1.40320, 1.20922], [-1.07086, 0.20492, -0.18595], [-0.80597, -1.22248, -0.56831], [-0.24620, -2.00814, 0.62809], [-1.28392, 2.67169, 0.75218], [-0.48949, 3.35885, -0.68466], [0.47490, 2.87422, 0.71083], [0.63090, 1.03768, -1.07494], [1.07537, -0.58762, 0.71975], [-1.95267, 0.39054, 0.43082], [-1.71978, -1.72152, -0.91382], [-0.08291, -1.26224, -1.39340], [0.02361, -3.01998, 0.29609], [-1.02940, -2.11043, 1.39381]],
  "relative_energy_ev": 0.8927,
  "homo_lumo_gap_ev": 10.7,
  "e_lumo_ev": 1.13,
  "smiles": "C/C=C/CCO"
}

=====

{
  "formula": "C5H10O",
  "method": "ωB97M-V/def2-TZVPD",
  "species": ["C", "C", "C", "C", "C", "O", "H", "H", "H", "H", "H", "H", "H", "H", "H", "H"],
  "xyz": [[-0.20410, 1.85752, -0.70693], [-0.72530, 0.79423, 0.25941], [0.19821, -0.40694, 0.35332], [-0.25632, -1.52785, 1.26255], [1.61816, -1.16927, -1.28975], [0.37971, -0.87507, -1.01635], [-0.14848, 1.46628, -1.72729], [-0.85954, 2.73334, -0.71511], [0.80174, 2.18959, -0.42258], [-0.81326, 1.21151, 1.26819], [-1.72772, 0.46573, -0.04128], [1.20047, -0.08648, 0.65350], [-1.20295, -1.97415, 0.94280], [0.51050, -2.30841, 1.30550], [-0.38865, -1.12662, 2.27293], [1.61754, -1.24342, -2.39889]],
  "relative_energy_ev": 3.0347,
  "homo_lumo_gap_ev": 9.4,
  "e_lumo_ev": 0.89
}